No. 1
A molecular structure, C26H27Cl5CsIN5OS3 at a distorted geometry. Source: the Open Molecules 2025 dataset; level of theory: the ωB97M-V functional and the def2-TZVPD basis.

Structure (ORCA input):
```
! wB97M-V def2-TZVPD RIJCOSX def2/J DEFGRID3
* xyz -1 1
Cs 1.37875 -1.04406 -1.68217
C 4.41970 2.33723 2.65240
C 4.11303 0.84651 2.52366
S 2.83381 0.42325 1.33162
C 1.36822 1.18788 2.05631
C 1.08331 2.64806 1.67115
S 1.37193 2.96338 -0.09408
C 2.53341 4.36614 -0.12050
C 3.59738 4.48762 0.96491
S 4.83057 3.15564 1.07593
H 5.27583 2.46736 3.31677
H 3.57974 2.86696 3.10059
H 3.85130 0.43886 3.50305
H 4.99264 0.30954 2.16556
H 1.41155 1.08385 3.14342
H 0.54809 0.56718 1.70143
H 1.69250 3.33616 2.25038
H 0.03936 2.87716 1.89373
H 1.95944 5.29528 -0.13400
H 3.01770 4.26028 -1.09205
H 3.15904 4.62718 1.95213
H 4.15950 5.39886 0.75222
Cl 5.33997 -0.13875 -3.17116
C 4.15761 -0.00988 -4.45997
C 2.81424 -0.02500 -4.11099
C 1.95793 0.09783 -5.18498
Cl 0.21489 0.10113 -4.84665
C 2.34778 0.21143 -6.51926
Cl 1.19150 0.35089 -7.80820
C 3.70693 0.21042 -6.80995
Cl 4.24937 0.34921 -8.44679
C 4.62779 0.10211 -5.76574
Cl 6.32405 0.11027 -6.12912
N -5.94993 0.48118 2.35996
C -7.02488 0.04855 3.10404
C -8.22609 0.64909 3.46447
C -9.08313 -0.10013 4.24741
C -8.75321 -1.40186 4.65677
C -7.55842 -1.99052 4.29441
C -6.67927 -1.25112 3.50405
N -5.43317 -1.58660 3.00972
C -5.03447 -0.54171 2.33893
C -3.74423 -0.43769 1.64558
C -3.34740 0.71380 0.97385
C -2.10125 0.74217 0.37062
N -1.25194 -0.28073 0.39652
C -1.64290 -1.39057 1.02488
C -2.86593 -1.51606 1.66068
H -5.86075 1.36872 1.90073
H -8.48202 1.65258 3.14990
H -10.02966 0.32633 4.55276
H -9.45399 -1.95293 5.27018
H -7.30036 -2.99332 4.60713
H -3.98168 1.58889 0.91234
H -1.76392 1.63100 -0.15347
H -0.93390 -2.21183 1.02498
H -3.14875 -2.42705 2.16849
N 1.44771 -5.03525 -2.92970
C 1.29482 -3.73151 -3.33104
N 2.17624 -3.29640 -4.26490
O 0.38489 -3.01963 -2.90394
H 2.38862 -5.39601 -2.94538
H 0.97809 -5.21468 -2.05674
H 3.06379 -3.75718 -4.36648
H 2.16797 -2.31051 -4.48452
I 2.92602 -3.90420 0.15829
C 4.49350 -3.13731 -1.16260
H 5.07861 -4.03321 -1.40837
H 5.10213 -2.54426 -0.46916
*
```

Summary:
Energy above the lowest of the compared OMol25 structures with the same formula, charge and spin (kcal per mole): 48.9
Highest occupied orbital energy (eV): -3.066
Strongest force on any atom (eV Å⁻¹): 2.0
HOMO-LUMO gap (eV): 4.322

No. 2
A molecular structure, C23H10Br2Cl2IN2O5RuS4 at a distorted geometry. Source: the Open Molecules 2025 dataset; level of theory: the ωB97M-V functional and the def2-TZVPD basis.

Structure (ORCA input):
```
! wB97M-V def2-TZVPD RIJCOSX def2/J DEFGRID3
* xyz -2 2
Ru 0.52542 0.09626 0.33083
Br 0.79717 0.88449 5.35232
C -0.76505 0.55331 4.33749
C -2.00115 0.52169 4.98205
C -3.14575 0.28408 4.27361
Br -4.81255 0.26622 5.20658
C -3.10527 0.05509 2.87903
C -4.22994 -0.18879 2.06080
C -4.05437 -0.38938 0.72427
C -2.75793 -0.35428 0.17936
N -1.69511 -0.14259 0.91171
C -1.84371 0.07765 2.24309
C -0.62970 0.35264 2.96276
O 0.49420 0.39217 2.35959
H -2.04410 0.69161 6.04908
H -5.21644 -0.20589 2.50462
H -4.89643 -0.56672 0.06846
H -2.58547 -0.48888 -0.87805
O 5.17338 -3.72784 3.48150
C 4.35301 -3.05807 2.89342
S 4.65733 -1.43619 2.27517
C 3.08432 -1.16685 1.53563
C 2.19067 -2.16794 1.65177
S 0.57499 -2.14385 0.98352
S 2.71432 -3.59732 2.52960
S 2.80620 0.33938 0.69391
Cl 1.11875 -1.00303 -6.89801
C 0.52366 -0.53393 -5.31381
C -0.62447 0.20148 -5.22027
C -1.13264 0.57931 -3.97503
I -2.91634 1.65566 -3.85504
C -0.50469 0.24379 -2.76203
O -0.92228 0.51480 -1.61329
C 0.72471 -0.52522 -2.89747
N 1.31647 -0.84126 -1.72600
C 2.39673 -1.58928 -1.75102
C 2.96821 -2.05113 -2.94581
C 2.40131 -1.71645 -4.14346
C 1.23129 -0.93205 -4.15135
H -1.14831 0.48791 -6.12280
H 2.83771 -1.84612 -0.79936
H 3.86039 -2.66141 -2.89829
H 2.82846 -2.04923 -5.08019
Cl 1.53902 5.11018 -1.07268
C 0.13073 4.48222 -0.15097
C 0.16482 2.98705 0.18532
O 0.93162 2.23048 -0.47746
O -0.62671 2.65210 1.06929
H -0.75030 4.67012 -0.76055
H 0.06381 5.05401 0.76819
*
```

Summary:
Energy above the lowest of the compared OMol25 structures with the same formula, charge and spin (kcal per mole): 19.2
Highest occupied orbital energy (spin up / spin down) (eV): -1.724 / -1.867
Strongest force on any atom (eV Å⁻¹): 1.2
HOMO-LUMO gap (spin up / spin down) (eV): 5.466 / 5.609

No. 3
A molecular structure, C32H34BiClF5NO7S2SiTe. Source: the Open Molecules 2025 dataset; level of theory: the ωB97M-V functional and the def2-TZVPD basis.

Structure (ORCA input):
```
! wB97M-V def2-TZVPD RIJCOSX def2/J DEFGRID3
* xyz -2 1
Bi 0.71764 -0.64925 0.04492
C -0.27224 0.58817 1.68391
Si -1.85463 1.42646 1.22738
C -2.02661 1.28085 -0.65951
N -0.67989 1.21651 -1.26232
C -0.70739 0.71250 -2.64696
C -1.43412 1.64314 -3.61858
C -1.05753 3.11714 -3.37331
C 0.20289 3.21599 -2.51955
C -0.02823 2.55679 -1.16328
C -1.81509 3.26769 1.70656
C -1.03834 3.70575 2.78053
C -1.02126 5.03908 3.16950
C -1.78993 5.97248 2.48892
C -2.57533 5.56180 1.42048
C -2.58296 4.22665 1.03969
C -3.34335 0.71672 2.11617
C -3.32622 -0.61605 2.52894
C -4.41879 -1.17587 3.17553
C -5.54682 -0.40851 3.42654
C -5.58061 0.92226 3.02937
C -4.48513 1.47670 2.38245
H -0.35425 -0.13266 2.49649
H 0.51156 1.30233 1.95543
H -2.61093 2.10341 -1.09719
H -2.54981 0.34649 -0.87004
H -1.17035 -0.27488 -2.62518
H 0.32912 0.57593 -2.96075
H -2.51346 1.50561 -3.52851
H -1.16638 1.34050 -4.63405
H -1.87240 3.63005 -2.85124
H -0.91798 3.64217 -4.32124
H 0.47703 4.26022 -2.34841
H 1.04536 2.74984 -3.03700
H -0.68487 3.20592 -0.58427
H 0.90539 2.48059 -0.60851
H -0.43049 2.98986 3.32308
H -0.40272 5.34939 4.00330
H -1.77474 7.01429 2.78658
H -3.17864 6.28254 0.88068
H -3.19722 3.92877 0.19545
H -2.46862 -1.24383 2.32022
H -4.38539 -2.21878 3.46337
H -6.40211 -0.84736 3.92761
H -6.45935 1.52723 3.22274
H -4.52130 2.52092 2.08934
O 4.49615 -1.88036 2.53365
S 3.06708 -2.05606 2.36465
O 2.34797 -2.50353 3.52656
O 2.48253 -0.85762 1.70715
C 2.90639 -3.33060 1.08667
C 4.07946 -3.61480 0.39486
C 4.08592 -4.47802 -0.68925
C 2.90572 -5.07183 -1.10307
C 1.73108 -4.82680 -0.40746
C 1.72411 -3.97877 0.69421
S 0.15539 -3.82714 1.55352
O 0.19385 -4.65424 2.72072
O -0.82356 -4.35783 0.55350
O -0.02105 -2.39242 1.77865
H 4.98561 -3.12378 0.71910
H 5.01018 -4.65177 -1.22831
H 2.88726 -5.71887 -1.97130
H 0.79819 -5.26997 -0.72562
Cl 2.84212 0.49460 -3.99407
C 3.93025 -0.28731 -2.85220
C 4.91696 -1.09769 -3.38561
C 5.84186 -1.71053 -2.55531
C 5.73555 -1.48990 -1.18091
C 4.74172 -0.69040 -0.66350
C 3.78243 -0.02794 -1.47642
C 2.79892 0.83065 -0.89609
H 4.95282 -1.23727 -4.45888
H 6.61468 -2.34670 -2.96701
H 6.43888 -1.95802 -0.50084
H 4.67145 -0.54523 0.40861
H 2.36434 1.60218 -1.51406
H 2.98624 1.10643 0.13918
F -3.11783 -2.82104 -2.36745
Te -2.25165 -3.18151 -0.70860
F -3.54928 -4.54629 -0.63633
F -2.81083 -3.16568 1.13205
F -3.25703 -1.53363 -0.41700
F -1.42010 -4.49839 -1.81963
O -0.76732 -2.13742 -0.96942
*
```

Summary:
Highest occupied orbital energy (eV): -1.791
Strongest force on any atom (eV Å⁻¹): 1.0
HOMO-LUMO gap (eV): 5.715

No. 4
2 unconnected molecules or ions with the total composition CHBrN2O3 at a distorted geometry. Source: the Open Molecules 2025 dataset; level of theory: the ωB97M-V functional and the def2-TZVPD basis.

Structure (ORCA input):
```
! wB97M-V def2-TZVPD RIJCOSX def2/J DEFGRID3
* xyz 0 1
O 0.78821 -0.62798 -0.75387
N 0.62092 -1.70782 -0.40712
O 0.28052 -2.69101 -0.99141
Br 0.75539 -1.86399 1.73761
C -0.11879 2.02355 -0.20531
N -0.85243 1.29379 0.33719
O -1.59454 0.44631 0.66860
H 0.12071 3.12714 -0.38570
*
```

Summary:
Energy above the lowest of the compared OMol25 structures with the same formula, charge and spin (kcal per mole): 25.9
Highest occupied orbital energy (eV): -10.213
SMILES: O=[N+]([O-])Br.C#[N+][O-]
Strongest force on any atom (eV Å⁻¹): 3.3
HOMO-LUMO gap (eV): 8.378

| no. | total energy (eV) |
| --- | --- |
| 1 | -140665.9935 |
| 2 | -256390.1924 |
| 3 | -118352.8916 |
| 4 | -80211.1183 |